1.
The following is a DFT calculation (the ωB97M-V functional and the def2-TZVPD basis) of a cluster of 11 separate species, C22H44Cl22 in total at a distorted geometry.

Properties
- Relative energy (zero: lowest compared OMol25 entry of this formula, charge and spin): 254.4 kJ/mol
- Gap between HOMO and LUMO: 10.62 eV
- Energy: -10988.85917 Eh
- SMILES: ClCCCl.ClCCCl.ClCCCl.ClCCCl.ClCCCl.ClCCCl.ClCCCl.ClCCCl.ClCCCl.ClCCCl.ClCCCl

Element x y z (Å)
1 Cl -0.919 -1.765 3.929
2 C -1.408 -2.233 5.611
3 C -0.180 -1.983 6.539
4 Cl 0.161 -0.165 6.623
5 H -1.792 -3.250 5.698
6 H -2.280 -1.636 5.876
7 H 0.674 -2.584 6.227
8 H -0.358 -2.233 7.585
9 Cl -4.016 2.328 0.183
10 C -5.363 1.097 0.554
11 C -4.935 -0.013 1.485
12 Cl -4.143 0.663 2.979
13 H -5.709 0.678 -0.391
14 H -6.274 1.616 0.855
15 H -4.185 -0.693 1.080
16 H -5.798 -0.668 1.596
17 Cl -1.801 4.623 -2.203
18 C -0.562 4.669 -0.950
19 C -0.069 6.149 -0.799
20 Cl 1.097 6.224 0.656
21 H 0.272 3.998 -1.155
22 H -0.887 4.325 0.032
23 H -0.845 6.896 -0.634
24 H 0.559 6.597 -1.569
25 Cl 3.700 2.115 -4.672
26 C 2.888 0.609 -4.471
27 C 1.361 0.786 -4.680
28 Cl 0.773 -0.897 -4.499
29 H 3.089 0.307 -3.443
30 H 3.273 -0.065 -5.236
31 H 1.035 1.186 -5.640
32 H 0.923 1.397 -3.891
33 Cl -2.690 0.692 -5.113
34 C -2.938 1.273 -3.452
35 C -4.246 2.197 -3.408
36 Cl -5.735 1.181 -3.353
37 H -2.100 1.931 -3.221
38 H -2.935 0.590 -2.603
39 H -4.314 2.836 -4.289
40 H -4.292 2.839 -2.528
41 Cl 2.039 1.990 3.476
42 C 0.358 2.174 2.781
43 C -0.600 2.022 3.918
44 Cl -0.928 3.513 4.859
45 H 0.271 1.305 2.129
46 H 0.193 2.935 2.018
47 H -0.262 1.332 4.691
48 H -1.563 1.707 3.516
49 Cl 6.918 3.171 -0.576
50 C 5.308 3.143 -1.431
51 C 4.369 1.946 -0.967
52 Cl 4.980 0.329 -1.413
53 H 5.501 3.071 -2.501
54 H 4.874 4.113 -1.186
55 H 3.386 2.159 -1.388
56 H 4.069 1.919 0.081
57 Cl 0.631 1.270 -0.791
58 C 0.625 -0.567 -0.619
59 C -0.627 -0.973 0.236
60 Cl -2.185 -0.752 -0.579
61 H 1.457 -0.780 0.053
62 H 0.789 -1.023 -1.595
63 H -0.710 -0.587 1.252
64 H -0.682 -2.045 0.425
65 Cl 2.601 -3.130 -1.713
66 C 4.044 -3.912 -2.398
67 C 3.806 -4.558 -3.746
68 Cl 5.332 -5.200 -4.414
69 H 4.477 -4.557 -1.633
70 H 4.649 -3.051 -2.684
71 H 3.350 -3.963 -4.537
72 H 3.155 -5.417 -3.578
73 Cl 3.491 -3.221 6.103
74 C 3.792 -3.000 4.391
75 C 3.058 -1.821 3.694
76 Cl 3.341 -1.812 1.922
77 H 3.425 -3.901 3.899
78 H 4.850 -2.922 4.142
79 H 3.428 -0.851 4.027
80 H 1.975 -1.920 3.765
81 Cl -2.687 -4.663 -1.705
82 C -4.114 -4.298 -0.708
83 C -4.852 -3.152 -1.495
84 Cl -6.324 -2.667 -0.724
85 H -3.882 -4.098 0.338
86 H -4.692 -5.211 -0.563
87 H -5.167 -3.440 -2.498
88 H -4.296 -2.218 -1.585

2.
The following is a DFT calculation (the ωB97M-V functional and the def2-TZVPD basis) of a cluster of 11 separate species, C22H44Cl22 in total at a distorted geometry.

Properties
- Relative energy (zero: lowest compared OMol25 entry of this formula, charge and spin): 177.8 kJ/mol
- Gap between HOMO and LUMO: 10.47 eV
- Energy: -10988.88837 Eh
- SMILES: ClCCCl.ClCCCl.ClCCCl.ClCCCl.ClCCCl.ClCCCl.ClCCCl.ClCCCl.ClCCCl.ClCCCl.ClCCCl

Element x y z (Å)
1 Cl -1.481 -1.356 -2.726
2 C -3.264 -1.517 -3.118
3 C -3.644 -0.718 -4.426
4 Cl -5.351 -0.806 -4.762
5 H -3.800 -1.108 -2.262
6 H -3.579 -2.558 -3.193
7 H -3.261 -1.304 -5.261
8 H -3.269 0.303 -4.506
9 Cl 3.048 -4.393 3.380
10 C 1.580 -3.973 4.248
11 C 1.434 -2.414 4.301
12 Cl 2.486 -1.710 5.557
13 H 1.690 -4.381 5.253
14 H 0.685 -4.311 3.725
15 H 0.459 -2.008 4.571
16 H 1.708 -2.096 3.295
17 Cl -2.597 1.079 0.582
18 C -3.715 2.223 -0.151
19 C -5.096 1.492 -0.091
20 Cl -5.991 1.887 -1.596
21 H -3.358 2.498 -1.144
22 H -3.772 3.195 0.339
23 H -5.564 1.812 0.840
24 H -5.070 0.403 -0.092
25 Cl -0.852 2.189 -2.540
26 C 0.591 2.279 -3.605
27 C 0.254 2.800 -4.987
28 Cl -0.854 1.624 -5.958
29 H 0.878 1.227 -3.625
30 H 1.324 2.888 -3.076
31 H 1.142 2.954 -5.600
32 H -0.222 3.780 -4.957
33 Cl 2.871 4.400 0.237
34 C 4.580 4.140 -0.090
35 C 5.302 3.236 0.917
36 Cl 4.679 1.502 0.714
37 H 4.926 5.171 -0.163
38 H 4.801 3.728 -1.075
39 H 5.219 3.471 1.978
40 H 6.386 3.190 0.813
41 Cl -3.205 1.749 4.908
42 C -2.719 0.087 4.385
43 C -3.313 -0.891 5.367
44 Cl -2.513 -2.443 5.091
45 H -1.630 0.045 4.383
46 H -3.017 -0.037 3.344
47 H -4.377 -0.951 5.137
48 H -3.074 -0.624 6.396
49 Cl -0.511 -2.204 -6.507
50 C 0.459 -2.893 -5.144
51 C 1.456 -1.966 -4.493
52 Cl 2.663 -1.310 -5.618
53 H 0.863 -3.833 -5.520
54 H -0.283 -3.265 -4.437
55 H 1.934 -2.552 -3.707
56 H 0.962 -1.097 -4.058
57 Cl 6.861 -2.420 0.594
58 C 5.175 -2.615 1.078
59 C 4.567 -3.868 0.410
60 Cl 4.839 -3.935 -1.413
61 H 4.644 -1.722 0.747
62 H 5.242 -2.584 2.165
63 H 3.507 -3.868 0.665
64 H 4.829 -4.831 0.848
65 Cl -0.697 4.245 3.807
66 C 0.484 4.844 2.654
67 C -0.094 5.941 1.742
68 Cl -1.337 5.326 0.659
69 H 0.752 3.925 2.133
70 H 1.342 5.262 3.181
71 H 0.643 6.352 1.052
72 H -0.472 6.769 2.342
73 Cl -4.805 -2.560 -0.029
74 C -3.238 -3.356 0.137
75 C -2.257 -2.754 1.176
76 Cl -0.736 -3.683 1.237
77 H -2.850 -3.312 -0.881
78 H -3.411 -4.416 0.325
79 H -2.689 -2.686 2.174
80 H -2.066 -1.709 0.932
81 Cl 0.321 0.070 2.161
82 C 0.889 0.730 0.591
83 C 0.794 -0.282 -0.516
84 Cl 1.810 -1.699 -0.333
85 H 1.935 1.026 0.673
86 H 0.273 1.614 0.425
87 H 0.983 0.196 -1.477
88 H -0.239 -0.631 -0.531

3.
The following is a DFT calculation (the ωB97M-V functional and the def2-TZVPD basis) of a structure of composition C22H44Cl2IrNO2P at a distorted geometry.

Properties
- <S²>: 8.80
- Gap between HOMO and LUMO (alpha / beta): 1.65 / 6.46 eV
- Energy: -2435.78942 Eh
- Spin multiplicity: 6
- Net charge: -2

Element x y z (Å)
1 C 0.868 2.550 -2.487
2 C -0.245 2.244 -3.398
3 C 0.053 1.061 -4.099
4 C -1.489 3.015 -3.554
5 C 1.329 0.605 -3.706
6 C 1.874 1.518 -2.730
7 C 3.331 1.708 -2.541
8 C 1.289 3.940 -2.180
9 C -0.861 0.380 -5.056
10 C 2.036 -0.575 -4.227
11 Ir 0.608 1.126 -0.824
12 Cl -1.239 -0.069 -1.667
13 Cl -0.768 2.895 -0.096
14 O 1.765 -0.537 -0.966
15 H -1.431 3.981 -3.042
16 H -2.364 2.480 -3.146
17 H -1.691 3.183 -4.622
18 H -1.873 0.245 -4.647
19 H -0.483 -0.609 -5.338
20 H -0.966 0.965 -5.982
21 H 1.381 -1.458 -4.281
22 H 2.880 -0.820 -3.571
23 H 2.438 -0.393 -5.234
24 H 3.816 0.735 -2.393
25 H 3.520 2.340 -1.670
26 H 3.802 2.188 -3.415
27 H 0.426 4.567 -1.944
28 H 1.821 4.386 -3.035
29 H 1.966 3.924 -1.321
30 H 1.354 -1.028 -1.715
31 O 2.121 1.818 0.306
32 H 2.825 1.181 0.053
33 C -2.864 -1.112 3.371
34 C -2.397 -0.660 1.976
35 C -3.075 -1.536 0.915
36 C -2.870 0.781 1.725
37 P -0.529 -0.825 1.839
38 N -0.050 0.263 0.700
39 C 0.385 -0.141 3.301
40 C 0.341 -1.110 4.493
41 C 1.858 0.156 2.968
42 C -0.255 1.205 3.675
43 C 0.020 -2.542 1.324
44 C -0.426 -2.923 -0.102
45 C 1.553 -2.618 1.338
46 C -0.562 -3.601 2.277
47 H -3.963 -1.096 3.367
48 H -2.541 -0.437 4.172
49 H -2.552 -2.136 3.613
50 H -4.149 -1.314 0.948
51 H -2.712 -1.291 -0.094
52 H -2.961 -2.606 1.126
53 H -2.566 1.476 2.518
54 H -2.517 1.167 0.763
55 H -3.969 0.773 1.704
56 H 0.900 -2.036 4.301
57 H 0.832 -0.615 5.345
58 H -0.680 -1.369 4.807
59 H 1.946 0.926 2.186
60 H 2.329 0.545 3.884
61 H 2.416 -0.732 2.668
62 H -0.302 1.865 2.799
63 H -1.247 1.096 4.130
64 H 0.385 1.694 4.422
65 H -0.191 -2.125 -0.814
66 H 0.124 -3.829 -0.396
67 H -1.494 -3.136 -0.171
68 H 1.968 -2.538 2.350
69 H 1.842 -3.605 0.948
70 H 1.976 -1.862 0.655
71 H -0.305 -3.432 3.327
72 H -1.651 -3.694 2.191
73 H -0.139 -4.572 1.978

4.
The following is a DFT calculation (the ωB97M-V functional and the def2-TZVPD basis) of a cluster of 8 separate species, C22H44INO32S7 in total at a distorted geometry.

Properties
- Gap between HOMO and LUMO: 9.31 eV
- Energy: -6411.85142 Eh
- SMILES: CC[C@@H](I)[C@](N)(OC=O)OC[C@H](C)O.O=S1(=O)OCCO1.O=S1(=O)OCCO1.O=S1(=O)OCCO1.O=S1(=O)OCCO1.O=S1(=O)OCCO1.O=S1(=O)OCCO1.O=S1(=O)OCCO1

Element x y z (Å)
1 C 6.187 -1.178 -1.112
2 C 5.234 -1.715 -2.288
3 C 3.711 -2.003 -1.797
4 I 2.693 -0.226 -1.072
5 C 2.876 -2.824 -2.946
6 N 2.944 -4.270 -2.510
7 O 3.556 -2.783 -4.231
8 C 3.242 -1.617 -4.963
9 O 3.047 -0.489 -4.499
10 O 1.491 -2.463 -3.007
11 C 0.699 -3.112 -1.988
12 C -0.696 -2.306 -1.751
13 C -0.819 -0.976 -2.625
14 O -0.942 -2.041 -0.339
15 H 5.569 -0.934 -0.192
16 H 6.681 -0.215 -1.473
17 H 6.965 -1.992 -0.891
18 H 5.696 -2.619 -2.815
19 H 5.156 -0.877 -3.062
20 H 3.820 -2.703 -0.891
21 H 3.946 -4.382 -2.237
22 H 2.811 -4.831 -3.371
23 H 3.222 -1.723 -6.107
24 H 1.213 -3.106 -0.960
25 H 0.372 -4.174 -2.280
26 H -1.560 -2.990 -2.081
27 H -1.110 -1.203 -3.705
28 H -1.673 -0.346 -2.182
29 H 0.109 -0.328 -2.569
30 H -0.168 -1.500 -0.055
31 C -4.437 1.694 0.355
32 C -4.593 3.203 0.266
33 O -3.882 3.582 -0.914
34 S -3.988 2.382 -2.001
35 O -5.045 2.697 -2.915
36 O -2.666 2.048 -2.432
37 O -4.517 1.228 -0.995
38 H -3.456 1.421 0.753
39 H -5.215 1.234 0.964
40 H -4.190 3.715 1.139
41 H -5.642 3.484 0.132
42 C 7.337 -7.678 -0.788
43 C 6.215 -7.695 -1.812
44 O 5.133 -7.003 -1.184
45 S 5.734 -5.859 -0.203
46 O 5.712 -4.607 -0.909
47 O 5.159 -6.028 1.095
48 O 7.262 -6.392 -0.167
49 H 7.182 -8.436 -0.020
50 H 8.315 -7.822 -1.247
51 H 5.918 -8.706 -2.087
52 H 6.493 -7.140 -2.713
53 C -2.023 7.173 -0.119
54 C -3.040 7.289 -1.242
55 O -4.312 7.147 -0.604
56 S -4.228 7.764 0.892
57 O -4.745 9.099 0.856
58 O -4.691 6.775 1.816
59 O -2.612 7.851 0.995
60 H -1.863 6.129 0.163
61 H -1.067 7.628 -0.379
62 H -2.905 6.525 -2.006
63 H -3.005 8.279 -1.707
64 C 7.313 -7.615 3.769
65 C 8.807 -7.524 4.036
66 O 9.319 -8.820 3.720
67 S 8.437 -9.458 2.519
68 O 9.128 -9.226 1.283
69 O 7.988 -10.753 2.927
70 O 7.189 -8.428 2.601
71 H 6.794 -8.118 4.591
72 H 6.862 -6.637 3.602
73 H 9.029 -7.264 5.070
74 H 9.283 -6.800 3.369
75 C -4.297 -4.716 2.016
76 C -4.715 -3.766 3.128
77 O -3.778 -2.691 3.067
78 S -3.320 -2.473 1.522
79 O -4.105 -1.409 0.968
80 O -1.895 -2.494 1.462
81 O -3.886 -3.876 0.937
82 H -3.442 -5.326 2.318
83 H -5.114 -5.366 1.702
84 H -4.693 -4.239 4.110
85 H -5.712 -3.357 2.944
86 C -9.957 4.148 -0.789
87 C -8.505 3.984 -0.369
88 O -8.561 3.431 0.947
89 S -9.872 2.483 1.068
90 O -9.468 1.127 0.854
91 O -10.623 2.896 2.213
92 O -10.632 3.002 -0.267
93 H -10.400 5.040 -0.337
94 H -10.070 4.196 -1.872
95 H -7.963 4.929 -0.366
96 H -7.986 3.269 -1.015
97 C -0.818 11.112 3.334
98 C -1.406 11.325 1.949
99 O -0.311 11.763 1.144
100 S 1.052 11.068 1.683
101 O 1.321 9.919 0.872
102 O 2.019 12.094 1.919
103 O 0.479 10.556 3.111
104 H -0.696 12.063 3.862
105 H -1.423 10.438 3.940
106 H -2.206 12.065 1.946
107 H -1.779 10.386 1.530

5.
The following is a DFT calculation (the ωB97M-V functional and the def2-TZVPD basis) of a structure of composition C22H44N3OP3PbSe at a distorted geometry.

Properties
- Relative energy (zero: lowest compared OMol25 entry of this formula, charge and spin): 321.2 kJ/mol
- Gap between HOMO and LUMO (alpha / beta): 3.94 / 2.72 eV
- Energy: -4720.83802 Eh
- Net charge: +4

Element x y z (Å)
1 Pb -0.205 0.134 0.240
2 P -0.882 -2.621 1.305
3 P 2.067 -0.950 2.286
4 P 1.920 -2.020 -0.861
5 H -2.493 3.803 -5.796
6 C -2.658 2.903 -6.401
7 C -3.450 1.909 -5.947
8 H -4.214 2.061 -5.180
9 C -2.341 -2.126 2.303
10 C -0.222 -3.977 2.347
11 C -1.677 -3.523 -0.078
12 C 3.390 0.329 2.427
13 C 1.408 -0.738 3.996
14 C 3.135 -2.416 2.632
15 C 1.325 -2.016 -2.608
16 C 2.183 -3.819 -0.641
17 C 3.659 -1.524 -1.186
18 H -2.174 2.928 -7.391
19 H -3.388 0.886 -6.313
20 H -2.850 -1.236 1.904
21 H -2.001 -1.912 3.324
22 H -3.053 -2.963 2.329
23 H 0.083 -3.579 3.326
24 H 0.643 -4.454 1.868
25 H -1.011 -4.731 2.496
26 H -2.278 -2.831 -0.687
27 H -2.336 -4.290 0.356
28 H -0.929 -4.000 -0.725
29 H 4.025 0.066 3.287
30 H 2.919 1.307 2.580
31 H 3.993 0.352 1.503
32 H 2.259 -0.782 4.695
33 H 0.692 -1.539 4.235
34 H 0.915 0.241 4.066
35 H 3.688 -2.153 3.550
36 H 3.844 -2.600 1.813
37 H 2.524 -3.312 2.811
38 H 2.044 -2.592 -3.205
39 H 1.314 -0.993 -3.007
40 H 0.337 -2.500 -2.691
41 H 2.788 -4.132 -1.506
42 H 1.235 -4.370 -0.640
43 H 2.732 -4.034 0.286
44 H 4.071 -2.224 -1.929
45 H 4.264 -1.559 -0.269
46 H 3.682 -0.498 -1.586
47 C 1.072 2.232 -2.582
48 C -0.322 2.153 -2.809
49 C -0.801 2.438 -4.088
50 C 0.005 3.039 -5.061
51 C 1.344 3.310 -4.733
52 C 1.888 2.907 -3.515
53 Se 2.024 1.520 -1.154
54 H -0.115 -0.430 -1.619
55 H -0.982 1.857 -1.983
56 H -1.828 2.226 -4.358
57 H -0.382 3.317 -6.041
58 H 1.975 3.848 -5.441
59 H 2.940 3.094 -3.277
60 C -0.782 3.909 4.238
61 N -1.558 3.111 3.287
62 C -2.917 3.266 3.285
63 C -3.681 2.500 2.445
64 C -3.003 1.570 1.643
65 N -1.670 1.491 1.588
66 C -0.891 2.211 2.469
67 O 0.348 2.072 2.500
68 N -3.715 0.611 0.958
69 H -0.341 3.289 5.026
70 H -1.497 4.600 4.683
71 H 0.022 4.459 3.742
72 H -3.254 4.017 4.008
73 H -4.771 2.493 2.398
74 H -4.721 0.715 1.015
75 H -3.364 0.270 0.058